# 1
{
  "formula": "C3H11NO2",
  "method": "the ωB97M-V functional and the def2-TZVPD basis",
  "multiplicity": 2,
  "relative_energy_kj_mol": 202.1,
  "charge": 1,
  "homo_ev": [-13.68, -13.68],
  "symbols": ["N", "C", "C", "C", "H", "H", "H", "H", "H", "H", "H", "H", "H", "O", "H", "H", "O"],
  "xyz": [[-1.35, 0.31, -2.26], [0.02, 0.28, -2.66], [1.50, -0.42, -0.75], [0.75, 0.58, -1.39], [-1.97, 0.50, -3.04], [-1.65, -0.57, -1.84], [0.34, -0.67, -3.03], [0.29, 1.10, -3.34], [1.63, -0.40, 0.32], [1.74, -1.33, -1.30], [0.50, 1.50, -0.89], [-2.20, 0.83, 0.92], [-1.66, 0.90, 2.32], [-1.67, 0.31, 1.55], [1.30, -1.38, 4.48], [1.49, -0.38, 5.58], [0.96, -1.16, 5.36]],
  "nbo_charge": [-0.6964, -0.3158, -0.0665, 0.0812, 0.4086, 0.3939, 0.2235, 0.2716, 0.2390, 0.2168, 0.2412, 0.4681, 0.4826, -0.9479, 0.4572, 0.4669, -0.9240]
}


# 2
{
  "formula": "C3H11NO2S",
  "method": "the ωB97M-V functional and the def2-TZVPD basis",
  "relative_energy_kj_mol": 63.9,
  "charge": 0,
  "homo_ev": -9.17,
  "symbols": ["C", "C", "S", "N", "C", "O", "H", "H", "H", "H", "H", "H", "H", "H", "H", "H", "H", "O"],
  "xyz": [[-0.43, -0.38, 0.12], [-1.13, -1.62, -0.47], [0.02, -2.55, -1.45], [-1.42, 0.68, 0.51], [-0.75, 1.63, 1.41], [0.07, 2.59, 0.72], [0.20, 0.10, -0.63], [0.09, -0.74, 0.99], [-1.48, -2.19, 0.40], [-2.02, -1.42, -1.06], [0.67, -1.55, -2.06], [-1.79, 1.12, -0.31], [-0.02, 1.13, 2.03], [-1.57, 2.13, 1.93], [-0.51, 3.12, 0.17], [2.80, 2.04, 1.22], [2.08, 0.91, 0.55], [2.87, 1.43, 0.47]],
  "nbo_charge": [-0.2348, -0.5434, -0.0232, -0.6441, 0.0815, -0.7384, 0.1786, 0.2008, 0.2306, 0.2135, 0.1175, 0.3578, 0.1728, 0.1655, 0.4637, 0.4690, 0.4618, -0.9294]
}


# 3
{
  "formula": "C3H11NO3",
  "method": "the ωB97M-V functional and the def2-TZVPD basis",
  "relative_energy_kj_mol": 106.8,
  "charge": 0,
  "homo_ev": -9.74,
  "symbols": ["C", "N", "C", "C", "O", "H", "H", "H", "H", "H", "H", "H", "H", "H", "O", "H", "H", "O"],
  "xyz": [[-0.63, -0.32, -1.21], [0.67, -0.56, -1.01], [1.42, -1.29, 0.05], [0.48, -1.91, 1.06], [-1.65, -0.79, -0.71], [-0.77, 0.18, -2.18], [1.27, -0.07, -1.66], [1.80, -2.13, -0.53], [2.21, -0.61, 0.36], [0.92, -2.48, 1.87], [-0.14, -1.14, 1.54], [-0.18, -2.59, 0.52], [-1.87, 0.59, 0.92], [-2.05, 1.89, 1.76], [-1.57, 1.50, 1.02], [-0.46, 2.65, -0.65], [0.35, 3.81, -0.18], [0.19, 3.25, -0.96]],
  "nbo_charge": [0.5227, -0.5928, -0.2138, -0.6250, -0.6612, 0.1118, 0.3991, 0.1947, 0.2051, 0.2192, 0.2156, 0.2288, 0.4994, 0.4749, -0.9769, 0.4843, 0.4655, -0.9512]
}


# 4
{
  "formula": "C3H11NO3",
  "method": "the ωB97M-V functional and the def2-TZVPD basis",
  "relative_energy_kj_mol": 305.7,
  "charge": 0,
  "homo_ev": -9.74,
  "symbols": ["C", "N", "C", "C", "O", "H", "H", "H", "H", "H", "H", "H", "H", "H", "O", "H", "H", "O"],
  "xyz": [[-2.59, 0.82, -0.90], [-1.99, -0.15, -0.04], [-0.87, -0.92, -0.84], [-0.19, -2.08, -0.02], [0.28, -2.02, 1.09], [-1.97, 1.72, -0.83], [-2.52, 0.64, -2.06], [-3.59, 1.09, -0.65], [-2.73, -0.83, -0.12], [-0.09, -0.14, -0.99], [-1.11, -1.39, -1.73], [0.04, -2.96, -0.67], [2.52, 3.30, 0.89], [1.70, 1.92, 1.04], [1.66, 2.87, 1.08], [3.86, -1.43, 1.65], [3.99, 0.18, 1.80], [3.61, -0.61, 1.29]],
  "nbo_charge": [-0.4253, -0.5622, -0.3416, 0.4339, -0.4882, 0.1918, 0.1548, 0.2064, 0.3348, 0.2219, 0.1813, 0.0918, 0.4746, 0.4840, -0.9584, 0.4774, 0.4795, -0.9564]
}


# 5
{
  "formula": "C3H11NO3",
  "method": "the ωB97M-V functional and the def2-TZVPD basis",
  "relative_energy_kj_mol": 185.2,
  "charge": 0,
  "homo_ev": -8.91,
  "symbols": ["C", "C", "O", "N", "C", "O", "H", "H", "H", "H", "H", "H", "H", "H", "H", "H", "H", "O"],
  "xyz": [[-0.57, -0.60, 1.26], [-0.25, 0.89, 1.53], [-0.91, 1.75, 0.60], [-1.15, -0.96, -0.01], [-0.26, -1.25, -1.10], [0.03, -0.10, -1.97], [0.38, -1.12, 1.41], [-1.29, -0.97, 2.00], [0.82, 1.11, 1.55], [-0.62, 1.11, 2.54], [-0.26, 2.02, -0.06], [-1.85, -0.27, -0.23], [0.70, -1.49, -0.66], [-0.73, -1.96, -1.75], [-0.56, -0.12, -2.73], [2.59, 1.26, -0.59], [1.77, 0.30, -1.35], [2.16, 0.40, -0.46]],
  "nbo_charge": [-0.2466, -0.0831, -0.7365, -0.6381, 0.0862, -0.7904, 0.1981, 0.1886, 0.1795, 0.1653, 0.4778, 0.3808, 0.1883, 0.1602, 0.4771, 0.4641, 0.4932, -0.9646]
}


# 6
{
  "formula": "C3H11NO3",
  "method": "the ωB97M-V functional and the def2-TZVPD basis",
  "relative_energy_kj_mol": 225.8,
  "charge": 0,
  "homo_ev": -8.64,
  "symbols": ["C", "N", "C", "C", "O", "H", "H", "H", "H", "H", "H", "H", "H", "H", "O", "H", "H", "O"],
  "xyz": [[-2.35, -1.95, 0.40], [-1.68, -0.83, -0.26], [-0.36, -1.12, -0.76], [0.60, 0.06, -0.64], [0.31, 1.14, -1.07], [-2.69, -2.71, -0.31], [-1.65, -2.42, 1.09], [-3.13, -1.57, 1.04], [-2.29, -0.54, -1.01], [-0.32, -1.28, -1.85], [0.05, -2.01, -0.30], [1.64, -0.24, -0.40], [-0.20, 7.12, 0.47], [0.92, 6.07, 0.76], [-0.03, 6.22, 0.78], [3.98, -2.48, 0.08], [3.82, -1.40, 1.26], [3.38, -2.06, 0.70]],
  "nbo_charge": [-0.4098, -0.6163, -0.3281, 0.4403, -0.5168, 0.1681, 0.1901, 0.2031, 0.3607, 0.1963, 0.1991, 0.1109, 0.4695, 0.4710, -0.9404, 0.4795, 0.4810, -0.9582]
}


# 7
{
  "formula": "C3H11NO3",
  "method": "the ωB97M-V functional and the def2-TZVPD basis",
  "relative_energy_kj_mol": 183.9,
  "charge": 0,
  "homo_ev": -9.14,
  "symbols": ["C", "C", "C", "O", "N", "H", "H", "H", "H", "H", "H", "H", "H", "H", "O", "H", "H", "O"],
  "xyz": [[-1.30, -1.88, 0.72], [-0.70, -0.71, -0.09], [-0.98, 0.62, 0.55], [-0.28, 1.15, 1.35], [-0.81, -3.17, 0.33], [-2.40, -1.89, 0.71], [-1.16, -1.70, 1.79], [-1.25, -0.75, -1.03], [0.38, -0.84, -0.19], [-1.89, 1.15, 0.20], [0.10, -3.34, 0.72], [-0.90, -3.39, -0.64], [3.69, 1.23, -0.50], [2.61, 2.34, -0.53], [3.03, 1.68, 0.02], [0.82, 2.60, -0.55], [0.53, 3.92, -1.48], [0.53, 2.97, -1.38]],
  "nbo_charge": [-0.2076, -0.5336, 0.4527, -0.5261, -0.8416, 0.1874, 0.1972, 0.2097, 0.2326, 0.1001, 0.3648, 0.3637, 0.4732, 0.4687, -0.9451, 0.4883, 0.4861, -0.9707]
}


# 8
{
  "formula": "C3H11NO3",
  "method": "the ωB97M-V functional and the def2-TZVPD basis",
  "relative_energy_kj_mol": 166.3,
  "charge": 0,
  "homo_ev": -9.62,
  "symbols": ["C", "C", "O", "N", "C", "O", "H", "H", "H", "H", "H", "H", "H", "H", "H", "H", "H", "O"],
  "xyz": [[1.16, 0.20, 0.62], [2.21, -0.39, -0.28], [1.78, -0.17, -1.62], [-0.14, -0.40, 0.31], [-1.13, -0.09, 1.30], [-1.23, 1.33, 1.50], [1.18, 1.28, 0.48], [1.42, -0.02, 1.66], [3.18, 0.06, -0.13], [2.28, -1.47, -0.09], [2.35, -0.66, -2.20], [-0.47, 0.02, -0.55], [-0.87, -0.56, 2.25], [-2.09, -0.48, 0.95], [-2.14, 1.50, 1.77], [-2.10, -0.62, -2.39], [-2.58, 0.49, -1.40], [-2.82, -0.02, -2.18]],
  "nbo_charge": [-0.2480, -0.0638, -0.7338, -0.6197, 0.0869, -0.7495, 0.1918, 0.1979, 0.1633, 0.1618, 0.4716, 0.3560, 0.1530, 0.1597, 0.4699, 0.4752, 0.4668, -0.9391]
}


# 9
{
  "formula": "C3H11NO3",
  "method": "the ωB97M-V functional and the def2-TZVPD basis",
  "relative_energy_kj_mol": 303.2,
  "charge": 0,
  "homo_ev": -9.37,
  "symbols": ["C", "C", "C", "N", "H", "H", "H", "H", "H", "H", "H", "O", "H", "H", "O", "H", "H", "O"],
  "xyz": [[-1.90, -1.05, -0.32], [-2.03, -0.38, -1.45], [-0.03, -1.48, 1.04], [-0.93, -0.68, 0.66], [-2.49, -1.86, 0.08], [-1.24, 0.21, -1.89], [-2.92, -0.36, -2.06], [0.52, -1.28, 1.95], [0.00, -2.47, 0.58], [-0.06, 1.97, 1.12], [-1.48, 2.23, 1.32], [-0.64, 2.66, 1.45], [1.60, 0.47, -1.89], [1.96, -0.80, -0.97], [2.19, -0.27, -1.73], [3.10, 0.88, 0.27], [1.97, 1.53, 0.96], [2.38, 0.67, 0.87]],
  "nbo_charge": [-0.0562, -0.4285, -0.0337, -0.4311, 0.2033, 0.1967, 0.2084, 0.1920, 0.1463, 0.4599, 0.4741, -0.9342, 0.4766, 0.4871, -0.9624, 0.4818, 0.4637, -0.9438]
}


# 10
{
  "formula": "C3H11NO3",
  "method": "the ωB97M-V functional and the def2-TZVPD basis",
  "relative_energy_kj_mol": 354.1,
  "charge": 0,
  "homo_ev": -9.44,
  "symbols": ["O", "C", "C", "C", "N", "H", "H", "H", "H", "H", "H", "H", "H", "H", "O", "H", "H", "O"],
  "xyz": [[1.22, -3.09, -0.25], [1.17, -1.88, -0.04], [-0.34, -1.31, -0.34], [-1.21, -1.80, 0.96], [-0.50, 0.06, -0.89], [1.92, -1.42, 0.54], [-0.55, -2.05, -1.17], [-0.72, -2.46, 1.77], [-2.12, -2.36, 0.79], [-1.66, -0.88, 1.36], [-1.36, 0.61, -1.15], [-0.30, -0.22, -1.87], [2.24, 2.03, 0.35], [0.97, 1.38, -0.68], [1.94, 1.45, -0.49], [0.26, 3.98, -0.31], [-0.77, 4.31, 0.90], [-0.18, 3.65, 0.51]],
  "nbo_charge": [-0.5348, 0.4273, -0.1191, -0.6399, -0.8878, 0.1526, 0.1948, 0.2323, 0.2211, 0.2140, 0.3955, 0.3652, 0.4858, 0.5093, -1.0165, 0.4846, 0.4785, -0.9628]
}


# 11
{
  "formula": "C3H11NO4",
  "method": "the ωB97M-V functional and the def2-TZVPD basis",
  "relative_energy_kj_mol": 130.9,
  "charge": 0,
  "homo_ev": -9.95,
  "symbols": ["O", "C", "O", "C", "C", "N", "H", "H", "H", "H", "H", "H", "H", "H", "H", "O", "H", "H", "O"],
  "xyz": [[-1.04, -2.20, 0.38], [-0.73, -1.13, -0.07], [-0.49, -0.92, -1.38], [-0.54, 0.15, 0.72], [0.86, 0.74, 0.46], [-1.68, 1.02, 0.39], [-0.43, -1.61, -2.05], [-0.65, -0.16, 1.75], [1.48, 0.01, -0.04], [0.74, 1.64, -0.14], [1.34, 1.03, 1.38], [-1.57, 1.88, 0.93], [-1.58, 1.35, -0.57], [0.76, -2.01, 1.94], [2.08, -2.03, 2.74], [1.55, -1.49, 2.15], [0.57, 1.77, -2.80], [-0.52, 0.69, -2.56], [-0.13, 1.27, -3.23]],
  "nbo_charge": [-0.5828, 0.8165, -0.7498, -0.1600, -0.6229, -0.8052, 0.5215, 0.2219, 0.2290, 0.1957, 0.2312, 0.3580, 0.3506, 0.4847, 0.4777, -0.9604, 0.4676, 0.4802, -0.9535]
}


# 12
{
  "formula": "C3H11NO4",
  "method": "the ωB97M-V functional and the def2-TZVPD basis",
  "relative_energy_kj_mol": 493.5,
  "charge": 0,
  "homo_ev": -9.93,
  "symbols": ["C", "N", "O", "O", "O", "O", "H", "H", "H", "H", "H", "C", "C", "H", "H", "H", "H", "H", "H"],
  "xyz": [[-0.27, 0.11, -1.40], [-1.46, -0.39, -2.12], [-2.59, 0.30, -1.65], [-1.58, -1.76, -1.72], [0.86, -0.46, -1.98], [-0.36, -0.07, -0.06], [-2.00, -2.19, -2.48], [-3.12, 0.49, -2.44], [-0.52, -1.04, 0.28], [0.79, -1.43, -1.89], [-0.21, 1.19, -1.60], [2.01, 0.67, 1.84], [0.64, 0.64, 2.46], [2.39, 1.70, 1.81], [1.97, 0.31, 0.81], [2.71, 0.06, 2.40], [-0.01, 1.39, 2.01], [0.66, 0.89, 3.52], [0.09, -0.41, 2.20]],
  "nbo_charge": [0.4729, 0.0461, -0.5747, -0.6220, -0.6996, -0.7246, 0.4821, 0.4741, 0.4959, 0.4760, 0.1747, -0.6148, -0.5799, 0.1987, 0.2157, 0.1958, 0.2095, 0.1981, 0.1761]
}


# 13
{
  "formula": "C3H11NOP",
  "method": "the ωB97M-V functional and the def2-TZVPD basis",
  "relative_energy_kj_mol": 689.3,
  "charge": 1,
  "homo_ev": [-14.06, -13.27],
  "symbols": ["C", "C", "C", "N", "O", "P", "H", "H", "H", "H", "H", "H", "H", "H", "H", "H", "H"],
  "xyz": [[2.42, -0.61, 0.17], [0.96, -0.19, 0.55], [-1.18, 0.54, -0.33], [0.19, 0.17, -0.65], [-1.42, 1.72, 0.26], [-2.30, -0.97, 0.13], [2.75, -1.54, 0.56], [2.35, -0.81, -0.91], [3.13, 0.12, 0.37], [1.10, 0.57, 1.19], [0.63, -1.10, 1.12], [-1.61, 0.96, -2.35], [0.02, -0.61, -1.17], [0.59, 0.99, -1.09], [-2.28, 2.13, 0.39], [-3.45, -0.21, 0.32], [-1.92, -1.17, 1.42]],
  "nbo_charge": [-0.6077, -0.2667, 0.2042, -0.5569, -0.7222, 0.2995, 0.2485, 0.2034, 0.2352, 0.2342, 0.2499, 0.0076, 0.4522, 0.4609, 0.5492, 0.0215, -0.0127]
}


# 14
{
  "formula": "C3H11NOS",
  "method": "the ωB97M-V functional and the def2-TZVPD basis",
  "multiplicity": 2,
  "relative_energy_kj_mol": 132.1,
  "charge": -1,
  "homo_ev": [0.85, -5.16],
  "symbols": ["C", "C", "S", "H", "H", "H", "H", "H", "H", "N", "C", "O", "H", "H", "H", "H", "H"],
  "xyz": [[1.33, 1.38, 0.97], [1.58, -0.15, 0.98], [1.81, -0.63, -0.72], [0.31, 1.69, 0.67], [1.95, 2.12, 0.37], [1.40, 1.65, 1.99], [2.38, -0.47, 1.63], [0.60, -0.66, 1.27], [2.99, -1.29, -0.65], [-1.40, -0.07, -1.12], [-2.08, 0.54, 0.01], [-3.10, -0.35, 0.54], [-0.45, -0.57, -0.97], [-2.01, -0.32, -1.90], [-1.26, 0.49, 0.80], [-2.59, 1.46, -0.28], [-2.78, -1.25, 0.37]],
  "nbo_charge": [-0.6470, -0.7088, -0.5179, 0.1992, 0.2199, 0.1905, 0.2081, 0.1909, -0.0385, -0.9480, 0.0634, -0.7764, 0.4033, 0.3633, 0.1682, 0.1649, 0.4649]
}